# C32H50BIIrN8PS

A structure of composition C32H50BIIrN8PS (ωB97M-V with the def2-TZVPD basis set, OMol25).

Properties
Energy relative to the best compared isomer or geometry (same formula, charge and spin) ... 360.36 kJ/mol
Net charge ... +1
2S+1 ... 2

Geometry as XYZ:
```
95
Properties=species:S:1:pos:R:3:forces:R:3:lowdin_spin:R:1
Ir -0.59093 0.77929 -0.88774 -0.8 0.5 -0.2 0.6681
N 0.34152 4.67313 1.87818 -0.1 -0.1 -0.1 0.0002
C -0.16834 3.62214 1.21654 0.1 0.3 0.1 0.0042
S 0.94922 3.02073 -0.13695 0.3 -0.8 0.3 0.0437
N -1.26756 3.05563 1.53012 0.2 -0.1 -0.2 0.0015
N -1.63726 1.98807 0.72380 -0.5 -0.4 0.2 0.0049
C -2.90574 1.77257 0.77792 0.4 -0.1 -0.2 0.0091
C -3.50825 0.78414 -0.11248 0.1 -0.1 0.1 0.0122
C -4.84387 0.41633 -0.00571 0.2 -0.1 -0.1 0.0030
C -5.34789 -0.51511 -0.90139 0.1 0.0 0.0 0.0054
C -4.50508 -1.03571 -1.87231 0.0 0.0 0.0 0.0026
C -3.18389 -0.61970 -1.91935 0.0 0.1 0.0 0.0125
N -2.69195 0.27047 -1.05731 -0.2 0.0 -0.1 0.0743
H 1.02132 5.23575 1.38708 0.0 0.0 0.0 0.0002
H -0.24192 5.12755 2.56273 0.0 0.0 0.0 0.0002
H -3.53192 2.34213 1.45439 0.0 0.1 0.0 0.0003
H -5.46686 0.84961 0.76391 0.0 0.0 0.0 0.0005
H -6.38238 -0.82247 -0.84395 0.0 0.0 0.0 0.0003
H -4.85786 -1.75400 -2.59814 0.0 0.0 0.0 0.0004
H -2.49414 -0.98520 -2.66989 0.0 0.0 0.0 0.0006
B 0.65831 4.95808 -2.37557 0.8 0.2 0.6 0.0002
N -0.68736 4.76897 -1.88421 -0.8 -0.1 -0.1 0.0017
C -1.58278 5.74307 -1.52546 0.2 -0.1 -0.1 0.0014
C -2.82565 5.18952 -1.48221 0.0 -0.1 0.1 0.0010
C -2.61281 3.83131 -1.82915 0.0 0.2 0.2 0.0016
N -1.34790 3.57913 -2.05910 0.0 -0.2 -0.1 0.0115
N 1.77931 4.37884 -0.51248 -0.5 0.1 -0.4 0.0048
C 3.09114 4.41475 -0.27346 0.5 -0.1 0.2 0.0042
C 3.83490 3.46747 0.39877 -0.3 0.3 -0.1 0.0000
C 3.15966 2.36745 0.95447 -0.1 -0.1 0.0 0.0027
N 1.89975 2.03847 0.81071 0.3 0.3 0.1 0.0169
H 1.09011 6.05510 -2.31687 0.0 0.2 -0.3 0.0000
H 1.12255 4.08629 -3.01769 0.1 -0.1 -0.1 0.0000
H -1.24571 6.75313 -1.36628 0.0 0.0 0.0 0.0001
H -3.75551 5.67684 -1.25028 0.0 0.0 0.0 0.0001
H -3.34401 3.04209 -1.91028 0.0 0.0 0.0 0.0000
H 3.56935 5.31713 -0.64440 0.0 0.0 -0.1 0.0005
H 4.89331 3.59589 0.54693 0.0 0.0 0.0 0.0000
H 3.71481 1.67323 1.58258 0.0 0.0 0.0 -0.0001
I 0.10340 -0.90796 -4.37618 -0.1 -0.1 0.1 0.0007
C -0.14182 0.62563 -2.87563 0.3 -0.1 0.0 0.0057
H -0.98214 1.18709 -3.29604 0.1 0.1 0.0 0.0029
H 0.76735 1.20881 -3.03458 -0.1 0.0 0.0 0.0030
C -1.33014 -5.26187 -0.69609 0.0 0.0 0.0 0.0000
C -0.31528 -4.72689 -1.71952 0.0 0.0 0.0 0.0000
C -0.17375 -3.20269 -1.64507 0.1 0.1 0.0 0.0003
C -0.23787 -2.74421 -0.19258 -0.1 0.1 0.0 0.0012
C -1.65041 -3.01172 0.37489 0.0 0.1 0.0 0.0000
C -2.34336 -4.18289 -0.33437 0.0 0.0 0.0 0.0000
P 0.34667 -1.02414 0.12118 0.4 0.1 0.3 0.0408
C 2.20313 -1.04725 -0.05722 0.0 -0.1 0.0 0.0219
C 2.67534 -0.56391 -1.43320 -0.1 0.1 -0.1 0.0105
C 4.19023 -0.67975 -1.54033 0.0 0.0 0.0 0.0006
C 4.63478 -2.15098 -1.52159 0.0 0.0 0.0 0.0005
C 3.59668 -3.04602 -0.83941 0.0 0.0 0.0 0.0006
C 2.95912 -2.34065 0.35486 -0.1 -0.1 0.0 0.0042
C 0.19226 -0.77966 1.95823 0.0 -0.1 -0.1 0.0038
C -1.22158 -0.69149 2.54555 0.0 0.1 -0.2 0.0000
C -1.16468 0.09670 3.85679 0.0 0.0 0.0 0.0000
C 0.07581 -0.28999 4.68459 0.0 0.0 0.0 0.0000
C 0.54504 -1.69162 4.31126 0.0 0.0 0.0 0.0002
C 1.01017 -1.74305 2.84691 0.1 0.0 -0.1 0.0012
H -0.81682 -5.57760 0.21709 0.0 0.0 0.0 0.0000
H -1.82962 -6.14930 -1.08538 0.0 0.0 0.0 0.0000
H -0.61505 -5.00432 -2.73180 0.0 0.0 0.0 0.0000
H 0.66056 -5.18827 -1.54925 0.0 0.0 0.0 0.0000
H -0.97353 -2.71845 -2.20773 0.0 0.0 0.0 0.0000
H 0.75248 -2.89319 -2.12786 0.0 0.0 0.0 0.0001
H 0.47469 -3.36118 0.36332 0.0 0.0 0.1 0.0005
H -2.27183 -2.11409 0.29741 0.0 0.0 0.0 -0.0001
H -1.56996 -3.23905 1.43817 0.0 0.0 0.0 0.0000
H -2.84507 -3.83560 -1.24253 0.0 0.0 0.0 0.0000
H -3.12437 -4.58469 0.31312 0.0 0.0 0.0 0.0000
H 2.47846 -0.25699 0.64716 -0.1 -0.1 0.0 0.0005
H 2.35549 0.47169 -1.57707 0.0 0.0 0.0 0.0076
H 2.20979 -1.13728 -2.23831 0.0 0.0 0.0 0.0003
H 4.64706 -0.13403 -0.70812 0.0 0.0 0.0 0.0000
H 4.53744 -0.19249 -2.45246 0.0 0.0 0.0 0.0000
H 5.58843 -2.24178 -0.99747 0.0 0.0 0.0 0.0001
H 4.81019 -2.50196 -2.53966 0.0 0.0 0.0 0.0000
H 4.06781 -3.97312 -0.50833 0.0 0.0 0.0 0.0001
H 2.81955 -3.33943 -1.54944 0.0 0.0 0.0 0.0000
H 3.74834 -2.07085 1.06269 0.0 0.0 0.0 0.0006
H 2.32268 -3.03939 0.89324 0.0 0.0 0.0 0.0002
H 0.64404 0.21722 2.03391 -0.1 0.0 0.1 0.0012
H -1.60389 -1.69400 2.73050 0.0 0.0 0.1 0.0000
H -1.91858 -0.22784 1.85185 0.0 0.0 0.0 0.0000
H -2.07318 -0.08933 4.43369 0.0 0.0 0.0 0.0000
H -1.14641 1.16662 3.63316 0.0 0.0 0.0 0.0000
H -0.14880 -0.23344 5.75004 0.0 0.0 0.0 0.0000
H 0.88898 0.41957 4.50620 0.0 0.0 0.0 0.0000
H -0.27148 -2.39917 4.47555 0.0 0.0 0.0 0.0000
H 1.36101 -2.01496 4.95919 0.0 0.0 0.0 0.0000
H 0.93887 -2.77061 2.48200 0.0 0.0 0.0 0.0000
H 2.06606 -1.46629 2.79924 0.0 0.0 0.0 0.0000
```
Forces are in eV/Å.

---

# C5H6O

An isolated molecule of C5H6O (ωB97M-V with the def2-TZVPD basis set, OMol25).

Properties
Energy relative to the best compared isomer or geometry (same formula, charge and spin) ... 191.85 kJ/mol
SMILES string ... C#CCC(C)=O

Geometry as XYZ:
```
12
Properties=species:S:1:pos:R:3:forces:R:3:mulliken_charge:R:1
C 0.66297 2.09957 -1.62218 -0.5 -0.1 0.1 -0.0075
C -0.27664 1.50121 -1.16352 0.6 0.1 -0.2 -0.4911
C -0.86931 0.36474 -0.46418 0.1 0.0 0.0 -0.4018
C 0.31514 -0.37352 0.21644 0.4 -0.1 0.0 0.5562
C 0.04771 -1.38368 1.30621 -0.1 -0.1 0.1 -1.0190
O 1.45888 -0.16206 -0.10271 -0.4 -0.1 0.1 -0.4995
H 1.54334 2.56486 -2.00343 -0.3 0.2 -0.1 0.3670
H -1.65806 0.61168 0.25868 0.3 0.0 -0.1 0.3461
H -1.31324 -0.33430 -1.18938 0.0 0.1 0.2 0.2556
H -0.99899 -1.65812 1.44983 0.1 0.1 -0.1 0.3171
H 0.44211 -0.96085 2.23737 -0.1 -0.1 -0.1 0.2701
H 0.64610 -2.26952 1.07686 -0.1 0.1 0.1 0.3068
```
Forces are in eV/Å.

---

# C2H2N2S

A cluster of 2 separate species, C2H2N2S in total (ωB97M-V with the def2-TZVPD basis set, OMol25).

Properties
Energy relative to the best compared isomer or geometry (same formula, charge and spin) ... 306.12 kJ/mol
SMILES string ... C#[N+][S-].C#N

Geometry as XYZ:
```
7
Properties=species:S:1:pos:R:3:forces:R:3:mulliken_charge:R:1
C -1.33054 -0.05356 -0.25335 -4.5 -3.8 2.2 -0.2859
N -2.28567 -0.71393 -0.05518 3.4 2.6 -1.0 -0.0623
S -3.59133 -1.47130 0.17126 -2.2 -1.5 0.6 -0.1571
H -0.69715 0.44622 -0.81308 2.6 1.9 -2.4 0.4771
C 0.28987 1.80610 0.40915 0.3 0.4 2.4 0.0987
N 0.47809 2.42525 -0.52055 0.3 0.7 -1.6 -0.3719
H 0.13652 1.42371 1.40038 0.0 -0.2 -0.3 0.3014
```
Forces are in eV/Å.

---

# C18H22O9

An isolated molecule of C18H22O9 (ωB97M-V with the def2-TZVPD basis set, OMol25).

Properties
SMILES string ... CC(=O)O[C@@H](C)[C@@H](/C=C/[C@@H]1O[C@@H]1[C@@H]1OC(=O)C=C[C@@H]1OC(C)=O)OC(C)=O

Geometry as XYZ:
```
49
Properties=species:S:1:pos:R:3:forces:R:3:mulliken_charge:R:1
C -3.22661 -0.64092 0.22602 -0.9 1.6 -0.8 -0.9487
C -2.82081 -0.89765 -1.19715 -1.6 -2.7 -1.1 0.8102
O -3.12346 -2.01616 -1.67152 1.6 3.0 0.1 -0.6144
O -2.27918 0.16037 -1.84770 -0.1 -0.6 0.9 -0.3952
C -1.89731 0.04805 -3.21239 0.3 -0.6 -1.0 0.2231
C -2.06528 1.41293 -3.91244 -0.5 -1.2 -0.4 -1.6323
C -0.45173 -0.49076 -3.37849 1.1 0.6 -0.7 0.0681
C 0.57468 0.42243 -2.69304 1.1 -1.8 2.8 -1.1632
C 1.18687 0.07976 -1.48549 -1.8 1.7 -3.1 -0.3973
C 2.19834 0.91438 -0.77847 -1.5 -0.7 1.5 -0.2727
O 2.93486 0.04655 0.06572 1.2 0.4 0.9 -0.5407
C 2.19944 1.01274 0.78998 -1.5 0.9 -1.0 -0.3144
C 0.97419 0.60271 1.69981 0.9 -0.3 -0.5 0.3532
O -0.13460 1.50723 1.46695 0.5 -0.2 0.1 -0.3642
C -1.19351 1.46710 2.31830 0.2 -0.1 0.0 0.3679
O -2.22237 2.01157 2.08949 -1.1 1.3 -1.5 -0.5709
C -1.12276 0.79781 3.58815 3.4 -1.9 1.5 -0.4154
C 0.09314 0.32239 4.01996 -2.4 -0.1 0.0 -0.5676
C 1.33990 0.42890 3.19181 -0.9 0.4 -0.4 -0.0571
O 2.06831 1.55244 3.70876 1.0 0.4 -0.3 -0.3377
C 2.96651 1.25682 4.66953 1.3 -1.1 1.4 0.7157
C 4.17806 2.13608 4.83335 -0.8 0.5 1.5 -1.0236
O 2.91961 0.28105 5.38379 -1.1 -0.2 -0.7 -0.5358
O -0.22125 -1.83133 -2.89174 -1.1 -0.5 0.1 -0.3548
C -0.78318 -2.84079 -3.61542 -1.0 0.2 -2.6 0.8365
C -0.73099 -4.23531 -3.04798 0.8 0.7 0.0 -1.1616
O -1.28338 -2.68356 -4.73898 1.0 0.5 2.4 -0.5928
H -4.13993 -1.22819 0.36962 0.3 0.1 0.1 0.3821
H -3.44703 0.45009 0.37916 0.5 -1.1 0.2 0.2824
H -2.45671 -1.03131 0.85685 0.5 0.0 0.7 0.1510
H -2.55269 -0.67261 -3.70459 0.0 0.0 0.1 0.5701
H -1.77190 1.30361 -4.97780 -0.2 0.1 0.6 0.3699
H -1.48736 2.19629 -3.47098 0.4 0.4 0.4 0.4017
H -3.13158 1.66827 -3.86380 0.3 0.1 -0.1 0.4185
H -0.24057 -0.54290 -4.48166 -0.3 0.3 0.9 0.6329
H 0.84488 1.33798 -3.18997 -0.1 0.3 -0.1 0.4591
H 0.94576 -0.86921 -1.03785 0.0 -0.1 0.2 0.6225
H 2.66530 1.69567 -1.38456 0.4 -0.3 0.5 0.5090
H 2.74969 1.85083 1.26152 0.0 -0.6 -0.6 0.5719
H 0.68499 -0.41255 1.40676 -0.2 0.1 -0.2 0.1923
H -2.06825 0.74548 4.12820 0.5 0.0 0.0 0.4474
H 0.19914 -0.13951 5.00363 0.0 0.2 -0.2 0.4878
H 1.96216 -0.46645 3.25445 -0.1 0.0 0.2 0.5579
H 4.75694 2.08433 3.95632 0.7 0.4 -1.2 0.2963
H 4.79375 1.77405 5.69166 -0.7 0.1 -0.8 0.3044
H 3.84450 3.14554 5.07892 0.3 0.2 -0.4 0.3119
H -0.93600 -4.87843 -3.88567 0.2 -0.3 -0.3 0.3699
H 0.25397 -4.43982 -2.60649 -0.4 -0.1 0.1 0.2963
H -1.54658 -4.39598 -2.36457 -0.1 0.2 0.7 0.2502
```
Forces are in eV/Å.

---

# H24O12

A cluster of 12 separate species, H24O12 in total (ωB97M-V with the def2-TZVPD basis set, OMol25).

Properties
Energy relative to the best compared isomer or geometry (same formula, charge and spin) ... 539.19 kJ/mol
SMILES string ... O.O.O.O.O.O.O.O.O.O.O.O

Geometry as XYZ:
```
36
Properties=species:S:1:pos:R:3:forces:R:3:mulliken_charge:R:1
O 3.07116 -1.56976 0.65631 -3.5 2.2 5.1 -0.6727
H 3.12397 -1.86322 1.62362 0.5 0.2 -2.6 0.3091
H 3.59511 -1.96044 0.04949 3.1 -2.4 -2.4 0.2559
O 3.23049 1.11925 -0.48691 2.9 0.0 -0.8 -0.6034
H 3.02120 0.31060 -0.02291 -0.2 -0.5 0.2 0.3139
H 4.20951 0.94909 -0.75390 -2.6 0.6 0.6 0.2966
O 0.93280 -3.40884 0.13012 -0.3 -2.4 2.6 -0.5275
H 1.63146 -2.82335 0.17158 2.1 3.0 0.0 0.3025
H 1.42448 -4.18784 0.37263 -0.4 -1.2 0.0 0.3029
O 0.64955 0.54829 -2.53171 -1.7 -0.5 1.1 -0.6582
H 0.27527 0.01660 -1.71197 1.0 0.9 -2.6 0.4635
H -0.13486 0.80392 -3.06937 0.8 -0.6 0.6 0.2671
O -2.32502 -1.52382 -1.56888 -4.0 -3.0 1.2 -0.6991
H -3.18137 -2.09082 -1.20299 3.5 2.0 -1.5 0.3319
H -2.50419 -0.69525 -1.13832 -0.1 0.6 0.1 0.3113
O -3.48848 0.85026 -1.28569 3.1 0.1 -1.7 -0.6634
H -2.66299 1.28760 -0.97035 -0.5 -0.3 -0.6 0.2924
H -4.10064 1.06065 -0.65196 -2.7 0.7 2.4 0.3304
O 0.18236 3.60902 1.91883 -1.1 -1.3 2.0 -0.6893
H 0.75392 4.34829 1.94309 0.9 1.0 -0.5 0.3123
H 0.04840 3.23935 1.06691 0.4 0.1 -1.6 0.3818
O -0.11712 -0.20173 -0.14139 3.2 -1.9 3.6 -0.3397
H 0.72244 -0.20215 0.52107 -2.7 -1.0 -1.8 0.2653
H -0.02947 0.71112 -0.23251 -0.6 3.0 -0.8 0.1669
O -1.08615 2.34792 -0.48952 -1.2 -0.8 4.3 -0.7806
H -1.60957 2.48802 0.41700 1.5 -0.1 -3.1 0.3790
H -1.39112 2.98749 -1.09846 -0.5 1.4 -1.0 0.2671
O -2.73776 -0.84337 1.62200 0.6 -1.4 -6.1 -0.5085
H -2.83876 -0.56276 2.43802 -0.9 1.6 6.7 0.2549
H -2.54039 -0.01196 1.17775 0.3 -0.4 -0.5 0.2241
O -0.11106 -2.86946 -1.88387 -0.5 0.4 -0.8 -0.8054
H 0.26512 -3.02709 -0.99639 -0.8 -0.1 -1.5 0.4628
H -0.92963 -2.37082 -1.70033 0.4 -0.2 -0.4 0.4269
O 1.32713 0.96686 2.67790 1.2 -0.4 -0.2 -0.6585
H 0.99754 1.92014 2.46835 2.1 -1.9 0.5 0.3886
H 2.32667 0.64823 2.68276 -3.2 2.4 -0.3 0.2990
```
Forces are in eV/Å.

---

# C19H20CrN4O4S6

A structure of composition C19H20CrN4O4S6 (ωB97M-V with the def2-TZVPD basis set, OMol25).

Properties
Energy relative to the best compared isomer or geometry (same formula, charge and spin) ... 0.00 kJ/mol
Net charge ... +1
2S+1 ... 2

Geometry as XYZ:
```
54
Properties=species:S:1:pos:R:3:forces:R:3:lowdin_spin:R:1
Cr 1.01046 0.99609 0.47396 0.3 -1.5 0.5 1.0646
O 3.32110 -3.84434 -1.28128 0.0 -0.1 -0.1 -0.0001
C 4.21608 -3.15358 -0.60544 0.2 0.1 0.0 -0.0001
O 5.26261 -3.60900 -0.23116 -0.1 0.0 0.0 0.0001
C 3.88884 -1.72637 -0.27963 -0.2 -0.1 0.1 0.0004
C 4.73368 -0.91604 0.45646 0.1 -0.1 0.0 0.0036
N 4.11384 0.25389 0.64308 0.0 -0.1 0.0 -0.0004
N 2.90401 0.26542 0.06632 -0.1 0.2 -0.1 -0.0031
C 2.75637 -0.93671 -0.49295 0.1 0.2 -0.2 0.0030
C 1.44248 -1.16545 -1.17442 0.1 0.0 0.0 0.0023
O 1.21903 -2.19294 -1.77690 -0.1 0.0 0.0 -0.0010
O 0.61431 -0.16934 -1.03322 -0.2 0.4 0.2 0.0047
H 2.53637 -3.31349 -1.54931 0.0 0.0 0.1 0.0000
H 5.71853 -1.13699 0.83791 0.0 0.1 0.0 0.0002
H 4.46693 1.05982 1.12867 0.0 0.0 0.1 0.0000
C 1.24660 4.34582 -0.13616 0.0 0.0 -0.2 0.0007
C 2.17325 4.02443 1.01901 -0.1 -0.2 0.1 0.0051
S 1.66494 2.62258 2.05909 0.1 0.2 0.1 -0.0034
C 0.08555 3.11167 2.82611 0.0 -0.1 -0.2 -0.0027
C -1.14696 3.06716 1.92621 0.1 -0.2 -0.2 -0.0028
S -1.24677 1.50381 0.97232 -0.3 0.0 -0.2 -0.0093
C -1.83981 2.04536 -0.65016 0.1 -0.1 0.2 0.0018
C -0.97666 3.08090 -1.35952 0.1 -0.1 -0.1 0.0029
S 0.83110 2.86919 -1.14000 -0.1 0.1 0.4 -0.0057
H 1.73019 5.05786 -0.80439 0.0 0.0 0.0 -0.0003
H 0.32082 4.79000 0.21566 0.0 0.0 0.0 0.0001
H 2.30443 4.89613 1.65946 0.0 0.0 0.0 0.0000
H 3.15711 3.72056 0.65806 0.0 0.1 0.0 0.0001
H 0.21995 4.09705 3.27134 0.0 0.0 0.0 -0.0003
H -0.01445 2.38110 3.62948 0.0 0.1 0.1 -0.0001
H -1.18595 3.89836 1.22705 0.0 0.0 0.1 0.0000
H -2.03842 3.10356 2.55034 0.0 0.1 0.0 -0.0005
H -2.85920 2.41741 -0.54952 0.0 0.0 -0.1 -0.0003
H -1.86908 1.10330 -1.20027 0.0 0.0 0.0 0.0000
H -1.21059 4.09436 -1.04290 0.0 0.0 0.0 0.0002
H -1.16000 3.02194 -2.43125 0.0 0.0 0.0 -0.0001
S -1.49446 -5.53636 0.90976 -0.1 0.2 0.0 -0.0021
C -1.13016 -3.95520 1.12901 -0.1 -0.1 -0.3 -0.0006
S 0.20875 -3.43907 2.12538 0.0 0.3 0.1 -0.0017
C -0.12070 -1.77771 1.69683 -0.3 -0.4 -0.1 -0.0006
N -1.11544 -1.62814 0.90462 0.0 0.2 -0.1 -0.0026
N -1.69257 -2.81986 0.58247 0.1 -0.3 0.2 -0.0012
C -2.71026 -2.78239 -0.42846 0.0 0.0 0.0 -0.0001
C -3.85318 -3.56065 -0.32576 0.0 0.0 0.1 -0.0002
C -4.79507 -3.51832 -1.34400 0.0 0.0 0.0 0.0000
C -4.60203 -2.70358 -2.44916 -0.1 0.0 0.0 -0.0001
C -3.46908 -1.90585 -2.52666 0.0 0.0 0.0 0.0000
C -2.52389 -1.93680 -1.51397 0.1 0.0 -0.1 -0.0001
S 0.88487 -0.48981 2.29451 0.4 0.9 -0.3 -0.0505
H -4.02048 -4.18414 0.53758 0.1 -0.1 0.0 0.0000
H -5.68477 -4.12916 -1.26685 0.0 0.0 0.0 0.0000
H -5.33476 -2.69176 -3.24614 0.0 0.0 0.0 0.0000
H -3.31131 -1.27008 -3.38881 0.0 0.0 0.0 0.0000
H -1.62612 -1.33460 -1.57240 0.0 -0.1 0.0 0.0000
```
Forces are in eV/Å.

---

Electronic energy values, unit Eh, following the record order: -2853.53548, -269.27317, -584.98433, -1376.18821, -917.11999, -4689.43144.
Largest force on an atom values, unit eV/Å, following the record order: 1.041, 0.678, 6.348, 4.121, 6.920, 1.643.